No. 1
Below is C30H48BrFeN3P2 as an isolated structure, with properties calculated with ωB97M-V/def2-TZVPD.

Values from the calculation:
- electronic energy (a.u.) = -5856.07492
- HOMO energy (spin up / spin down) (eV) = -12.98 / -12.98
- energy above the lowest of the compared OMol25 structures with the same formula, charge and spin (kcal per mole) = 0.0
- F_max (eV/Å) = 3.3
- gap between HOMO and LUMO (spin up / spin down) (eV) = 7.530 / 6.465
- charge = +2
- ⟨S²⟩ = 6.015
- molar mass (u) = 648.43
- spin multiplicity = 5

Each line ends with the Mulliken spin population.
CARTESIAN COORDINATES (ANGSTROEM)
1 N 6.74265 1.26673 1.98933  0.00
2 C 6.82963 0.28014 1.10148  0.00
3 C 6.13387 0.26998 -0.11421  0.00
4 C 5.16510 1.29263 -0.32699  0.00
5 C 5.20215 2.39991 0.57706  0.00
6 C 6.02977 2.35160 1.71100  0.00
7 C 4.14790 1.18859 -1.34237  0.00
8 Fe -0.54421 -0.19665 -0.26323  3.81
9 P -2.75107 -0.49943 -0.98949  0.05
10 C 3.14382 2.10511 -1.43226  -0.02
11 C 1.97372 1.90370 -2.28052  0.02
12 C 0.89792 2.83785 -2.17618  0.00
13 C -0.34267 2.58837 -2.78360  0.03
14 C -0.49200 1.41147 -3.54012  -0.02
15 C 0.57505 0.51884 -3.76807  -0.01
16 C 1.80941 0.78550 -3.14701  0.00
17 Br -2.16044 1.15715 -4.51202  0.00
18 H 4.32437 0.44110 -2.12737  0.00
19 H 3.05339 2.89428 -0.69916  0.00
20 H 6.30439 -0.54991 -0.80776  0.00
21 H 4.58644 3.28497 0.46437  0.00
22 H 7.45882 -0.58325 1.35471  0.00
23 H 6.10679 3.19520 2.42679  0.00
24 H 1.06401 3.76182 -1.63728  0.00
25 H 2.64910 0.11586 -3.35281  0.00
26 H -1.15098 3.30393 -2.68117  0.01
27 H 0.42894 -0.36151 -4.40603  0.00
28 P -0.06967 0.93791 1.72121  -0.01
29 C -2.37988 -1.54421 -2.47876  0.02
30 C -3.46522 -1.70024 -3.55469  0.01
31 H -2.14412 -2.56822 -2.14270  0.00
32 H -1.46673 -1.12493 -2.93411  -0.04
33 H -3.11045 -2.32926 -4.38479  0.00
34 H -4.37185 -2.18909 -3.17696  0.00
35 H -3.74090 -0.73442 -3.98397  0.00
36 C -3.55685 1.10499 -1.31497  -0.04
37 C -5.01938 1.05479 -1.76249  0.01
38 H -2.94279 1.68307 -2.02130  0.01
39 H -3.46580 1.65117 -0.34842  0.00
40 H -5.33069 2.00123 -2.22183  0.00
41 H -5.21442 0.27686 -2.50741  0.00
42 H -5.68864 0.86643 -0.91421  0.00
43 C -3.87325 -1.43485 0.12695  0.01
44 C -4.96624 -2.27718 -0.54127  0.00
45 H -4.33398 -0.72895 0.83617  0.00
46 H -3.19872 -2.06965 0.72010  0.00
47 H -5.60729 -2.76464 0.20299  0.00
48 H -5.63578 -1.67287 -1.16631  0.00
49 H -4.52719 -3.06768 -1.15762  0.00
50 C -0.31461 -0.22708 3.13957  0.00
51 C -1.63893 -0.98419 3.17464  0.02
52 H -0.18140 0.40866 4.03037  0.00
53 H 0.52085 -0.94722 3.11875  0.00
54 H -1.84211 -1.26220 4.21699  0.00
55 H -2.48820 -0.39774 2.79923  0.00
56 H -1.59575 -1.91709 2.59527  0.00
57 C -1.50305 2.05927 1.79682  0.04
58 C -1.27776 3.43048 1.16343  -0.01
59 H -1.74686 2.14189 2.86450  0.01
60 H -2.35567 1.56731 1.30385  -0.03
61 H -2.14282 4.07229 1.35860  0.00
62 H -0.39960 3.94527 1.56137  0.00
63 H -1.15281 3.36067 0.07687  0.00
64 C 1.35070 1.98776 2.23164  0.01
65 C 2.30428 1.51703 3.33946  0.00
66 H 0.90191 2.94698 2.54231  0.00
67 H 1.93316 2.16767 1.30615  -0.01
68 H 2.65325 2.40921 3.88489  0.00
69 H 1.83430 0.84994 4.07372  0.00
70 H 3.18321 1.00528 2.92157  0.00
71 C -0.59632 -5.31960 0.65874  0.00
72 C 0.09528 -4.01093 0.57966  0.03
73 C 1.22297 -3.52427 1.22261  0.01
74 C 1.35401 -2.17691 0.89127  0.01
75 N 0.28547 -1.81607 0.09701  -0.03
76 N -0.42254 -2.98924 -0.11306  0.05
77 C 2.43122 -1.30923 1.34338  0.03
78 H -0.28705 -6.01129 -0.14098  0.00
79 H -0.38867 -5.82172 1.61043  0.00
80 H -1.69695 -5.20152 0.58301  0.00
81 H 1.83109 -4.07139 1.92858  0.00
82 H -1.19596 -3.11395 -0.76455  0.02
83 H 2.46126 -1.31756 2.44580  0.00
84 H 3.40807 -1.68248 1.03075  0.00
85 H 2.38001 -0.30230 0.89466  -0.01

Forces on the atoms, in the same order (eV/Å):
N 0.6 -0.2 0.4
C -0.2 0.0 -0.4
C -0.8 0.7 0.5
C 1.5 0.3 1.6
C 0.4 -0.7 0.4
C -0.4 -0.1 -0.7
C -0.4 1.5 -1.1
Fe -0.1 1.7 -0.5
P -0.4 0.1 -0.2
C 0.4 -1.9 -0.1
C -1.2 0.3 -0.8
C 0.2 -1.2 -0.4
C 0.7 -0.6 0.0
C -0.2 0.3 -0.4
C 0.0 0.6 0.6
C -0.5 0.2 0.2
Br 1.1 0.5 0.2
H -0.4 0.1 0.5
H 0.1 0.1 -0.1
H -0.3 0.1 0.0
H 0.0 -0.1 -0.2
H -0.1 0.5 0.0
H -0.2 -0.6 -0.6
H -0.1 0.0 0.1
H -0.4 0.2 0.2
H 0.0 -0.1 -0.2
H 0.2 0.5 0.2
P 0.1 0.0 0.8
C -0.6 -0.1 -0.5
C -0.5 -0.2 -0.3
H 0.0 0.4 0.1
H -0.3 -0.2 0.2
H 0.1 0.2 0.3
H 0.3 0.2 0.0
H -0.1 -0.4 0.2
C -0.1 0.5 0.0
C -0.4 0.0 -0.1
H -0.1 -0.4 0.2
H -0.1 -0.4 -0.5
H 0.2 -0.1 0.2
H 0.2 0.1 0.1
H 0.1 0.0 -0.2
C 0.0 -0.2 0.2
C -0.2 -0.1 -0.2
H 0.3 0.0 -0.2
H -0.3 0.0 0.0
H 0.3 0.1 0.0
H 0.3 -0.1 0.1
H -0.1 0.1 0.1
C 0.4 0.3 -0.2
C -0.2 -0.1 0.1
H -0.2 -0.3 -0.2
H -0.3 0.4 0.2
H -0.1 0.0 -0.3
H 0.2 -0.1 0.2
H 0.1 0.2 0.1
C -0.3 0.1 0.4
C -0.1 0.2 -0.1
H -0.1 0.2 -0.2
H 0.2 0.1 0.3
H 0.1 -0.1 -0.1
H -0.2 -0.1 -0.1
H 0.0 0.0 0.1
C 0.3 0.4 -0.4
C 0.2 -0.1 0.2
H 0.2 -0.4 -0.2
H -0.3 0.2 0.4
H 0.0 -0.5 -0.2
H 0.2 0.3 -0.2
H -0.3 0.2 0.2
C -0.5 -0.7 -0.2
C 0.0 0.3 0.3
C 0.0 -0.1 0.2
C -1.8 -1.3 -0.8
N 1.8 -2.8 0.0
N 0.2 -0.1 0.5
C 0.8 1.1 0.1
H 0.0 0.3 0.2
H 0.0 0.2 -0.2
H 0.6 0.0 0.0
H 0.1 0.0 -0.2
H 0.4 0.7 0.3
H 0.0 0.4 -0.4
H -0.1 -0.3 -0.1
H -0.1 -0.2 0.5

No. 2
Below is an isolated ion of composition C5H10N3 and charge +1, with properties calculated with ωB97M-V/def2-TZVPD.

Values from the calculation:
- electronic energy (a.u.) = -360.37350
- HOMO energy (eV) = -12.64
- energy above the lowest of the compared OMol25 structures with the same formula, charge and spin (kcal per mole) = 126.5
- F_max (eV/Å) = 5.2
- gap between HOMO and LUMO (eV) = 9.463
- charge = +1
- molar mass (u) = 112.16

Each line ends with the natural charge from an NBO analysis.
CARTESIAN COORDINATES (ANGSTROEM)
1 C 1.05838 -0.72661 -1.10145  0.56
2 C 0.41217 -1.96705 -0.71449  -0.37
3 C -1.12939 -0.49727 0.47117  -0.31
4 C -0.45788 2.11834 0.11926  -0.23
5 C -0.25270 0.59720 0.13260  -0.01
6 N 1.92510 -0.18453 -1.75495  -0.56
7 N -0.36327 -1.77664 0.49216  -0.60
8 N 0.28681 1.51654 1.21993  -0.54
9 H -0.28638 -2.29585 -1.46591  0.24
10 H 1.24929 -2.65203 -0.68711  0.27
11 H -1.54473 -0.37264 1.42979  0.21
12 H -1.87780 -0.33565 -0.26463  0.21
13 H -0.08250 2.74478 -0.57218  0.23
14 H -1.38518 2.38923 0.49692  0.21
15 H 2.33588 0.68240 -1.92195  0.43
16 H -0.94443 -2.62961 0.64831  0.40
17 H 1.23325 1.71867 1.31102  0.42
18 H -0.17661 1.67071 2.16150  0.43

Forces on the atoms, in the same order (eV/Å):
C 0.9 4.7 -0.4
C -0.6 0.0 -0.1
C 0.5 -0.5 0.1
C -1.5 -4.8 1.3
C 2.9 1.1 -0.9
N -1.8 -3.9 1.1
N -0.3 -0.4 0.7
N -1.5 0.2 1.7
H 0.1 0.0 -1.2
H 0.0 -0.6 0.6
H -0.9 -0.1 1.3
H -1.3 -0.9 -0.9
H 1.9 1.9 -2.1
H -1.8 0.9 0.4
H 0.3 1.5 -0.1
H 0.5 1.3 -0.1
H 2.2 0.2 -0.1
H 0.5 -0.7 -1.4

No. 3
Below is an isolated ion of composition C3H10N3O and charge +1, with properties calculated with ωB97M-V/def2-TZVPD.

Values from the calculation:
- electronic energy (a.u.) = -359.53136
- HOMO energy (eV) = -13.99
- energy above the lowest of the compared OMol25 structures with the same formula, charge and spin (kcal per mole) = 68.1
- F_max (eV/Å) = 3.4
- gap between HOMO and LUMO (eV) = 11.117
- charge = +1
- molar mass (u) = 104.13
- structure (SMILES) = C/[NH+]=C/N[C@H](N)O

Each line ends with the natural charge from an NBO analysis.
CARTESIAN COORDINATES (ANGSTROEM)
1 C 0.71677 -1.32651 2.73935  -0.42
2 N -0.25313 -0.95143 1.68076  -0.53
3 C 0.23721 -0.48575 0.56397  0.37
4 N -0.58894 0.00274 -0.38213  -0.65
5 C -0.37271 0.64924 -2.06794  0.52
6 N 0.52787 1.66508 -1.85721  -0.84
7 O -1.53155 0.94920 -2.63217  -0.65
8 H 1.65583 -0.86995 2.53631  0.22
9 H 0.39130 -0.93143 3.66984  0.23
10 H 0.82815 -2.43109 2.94369  0.23
11 H -1.26451 -0.97916 1.85550  0.42
12 H 1.31307 -0.65233 0.34612  0.22
13 H -1.50189 -0.33767 -0.03021  0.37
14 H -0.00116 -0.23025 -2.69027  0.21
15 H 1.52363 1.55252 -1.93099  0.41
16 H 0.21257 2.54673 -2.14143  0.39
17 H -1.89253 1.83005 -2.60318  0.51

Forces on the atoms, in the same order (eV/Å):
C -1.0 -1.6 0.4
N 1.1 -0.7 1.3
C -0.9 0.5 -3.2
N -0.2 -1.5 1.0
C 2.0 -1.2 -0.5
N 0.1 -0.5 0.1
O -0.8 -1.0 0.2
H 0.7 0.1 -0.3
H -0.4 0.6 0.8
H -0.2 1.1 -0.8
H 0.8 0.1 0.0
H -0.7 0.7 0.5
H -0.1 1.0 -1.3
H -0.2 0.7 1.7
H -0.1 -0.4 -0.1
H -0.3 1.4 -0.3
H 0.1 0.8 0.6

No. 4
Below is an isolated molecule of C4H5N5, with properties calculated with ωB97M-V/def2-TZVPD.

Values from the calculation:
- electronic energy (a.u.) = -429.11914
- HOMO energy (eV) = -9.84
- energy above the lowest of the compared OMol25 structures with the same formula, charge and spin (kcal per mole) = 38.8
- F_max (eV/Å) = 5.4
- gap between HOMO and LUMO (eV) = 8.013
- charge = 0
- molar mass (u) = 123.12
- structure (SMILES) = [H]/N=C(N)/N=C1/C=NC=N1

Each line ends with the natural charge from an NBO analysis.
CARTESIAN COORDINATES (ANGSTROEM)
1 H -2.92650 1.46948 -0.64986  0.34
2 N -1.90578 1.23357 -0.88514  -0.66
3 C -1.62654 0.18379 -0.20179  0.54
4 N -2.46008 -0.73420 0.58064  -0.84
5 N -0.41681 -0.51755 -0.37195  -0.34
6 C 0.75460 -0.05502 -0.36837  0.31
7 C 1.84813 -0.87411 -0.67738  0.09
8 N 2.97065 -0.32939 -0.14472  -0.42
9 C 2.45895 0.84307 0.40502  0.25
10 N 1.16573 1.09307 0.32197  -0.46
11 H -1.94630 -1.61361 1.02754  0.41
12 H -3.00344 -0.20393 1.19486  0.38
13 H 1.80180 -1.84349 -1.12512  0.22
14 H 3.28560 1.34830 0.89431  0.20

Forces on the atoms, in the same order (eV/Å):
H 1.7 -0.3 -0.7
N -1.8 -0.7 2.0
C 0.1 -2.0 0.5
N 2.5 -0.9 -0.8
N -0.6 0.1 -2.0
C -2.6 1.2 1.6
C 5.2 -0.2 1.3
N -3.2 -2.5 -2.5
C -0.8 0.8 0.5
N 2.7 0.4 0.0
H -1.4 3.0 -1.3
H -1.2 0.4 1.4
H 0.1 -0.3 -0.3
H -0.9 1.0 0.4

No. 5
Below is a 2-piece molecular cluster, C4H5N3O2 overall, with properties calculated with ωB97M-V/def2-TZVPD.

Values from the calculation:
- electronic energy (a.u.) = -470.00540
- HOMO energy (eV) = -9.37
- energy above the lowest of the compared OMol25 structures with the same formula, charge and spin (kcal per mole) = 147.0
- F_max (eV/Å) = 3.4
- gap between HOMO and LUMO (eV) = 9.796
- charge = 0
- molar mass (u) = 127.10
- structure (SMILES) = c1cnn(C2=NO2)c1.O

Each line ends with the natural charge from an NBO analysis.
CARTESIAN COORDINATES (ANGSTROEM)
1 C -0.77690 0.65283 -1.58624  -0.32
2 C 0.54803 0.91912 -1.88086  -0.01
3 N 1.32389 0.88318 -0.83166  -0.23
4 N 0.42397 0.78627 0.20087  -0.24
5 C 0.75761 0.68896 1.48062  0.63
6 N 1.61262 0.55723 2.37770  -0.12
7 O 0.04881 0.29258 2.58937  -0.43
8 C -0.84863 0.74345 -0.23776  0.01
9 H -1.64052 0.51755 -2.30776  0.24
10 H 0.96114 1.07177 -2.89077  0.22
11 H -1.67193 0.75342 0.42851  0.24
12 O -0.13971 -2.34589 0.75093  -0.96
13 H -0.76049 -2.32352 1.43062  0.48
14 H 0.16210 -3.19696 0.47645  0.48

Forces on the atoms, in the same order (eV/Å):
C -3.1 0.7 -1.1
C 1.6 -0.8 -1.7
N 0.3 0.7 0.6
N 0.4 0.7 -0.5
C 0.2 -1.5 2.7
N 0.9 0.5 -0.7
O -0.6 0.6 -1.2
C -0.7 -0.9 -0.5
H 1.4 0.4 1.1
H 0.0 -0.3 0.8
H -0.5 -0.3 0.5
O 1.6 1.7 -2.0
H -1.4 -0.7 1.7
H -0.2 -0.9 0.3

No. 6
Below is C3H6N2O2S as an isolated structure, with properties calculated with ωB97M-V/def2-TZVPD.

Values from the calculation:
- electronic energy (a.u.) = -775.86264
- HOMO energy (eV) = -9.23
- energy above the lowest of the compared OMol25 structures with the same formula, charge and spin (kcal per mole) = 174.1
- F_max (eV/Å) = 8.4
- gap between HOMO and LUMO (eV) = 8.183
- charge = 0
- molar mass (u) = 134.16

Each line ends with the natural charge from an NBO analysis.
CARTESIAN COORDINATES (ANGSTROEM)
1 C -1.03931 -0.18003 -0.01685  0.40
2 C 0.09670 -1.24543 -0.14794  -0.13
3 C 2.35706 -0.34412 0.14974  0.16
4 H -1.84690 2.34825 1.18712  0.48
5 H 0.28428 1.13269 -0.00967  0.38
6 H -2.96244 -0.08232 -0.39752  0.36
7 H 0.38696 -1.06081 -1.30290  0.21
8 H -0.21895 -2.23515 -0.26350  0.24
9 H 3.67516 -0.84895 0.35210  0.24
10 N -0.61249 0.89698 0.51844  -0.38
11 N -2.15302 -0.68160 -0.54469  -0.74
12 O -1.53916 2.04430 0.19758  -0.58
13 O 1.40261 -1.16707 0.64360  -0.51
14 S 2.16950 1.42324 -0.36551  -0.13

Forces on the atoms, in the same order (eV/Å):
C -3.4 -7.3 -2.5
C 1.8 2.9 -3.8
C 2.0 1.9 1.1
H 1.2 -1.1 -3.7
H -0.5 0.4 1.1
H 0.3 0.4 -0.3
H -0.1 -0.1 2.5
H -0.6 -1.5 1.2
H -4.5 1.6 -0.6
N -0.2 5.7 0.4
N 2.4 1.3 2.0
O 0.0 -0.4 4.3
O 0.4 1.2 -2.3
S 1.2 -5.0 0.7

Q: Which value of energy above the lowest of the compared OMol25 structures with the same formula, charge and spin does entry 2 give?
A: 126.5 kcal per mole

Q: Which formula does entry 1 have?
A: C30H48BrFeN3P2

Q: What is the electronic energy in the sixth record?
A: -775.86264 a.u.

Q: Among the records above, which one has the highest F_max?
A: C3H6N2O2S